1.
Below is a 2-piece molecular cluster, C22H22BrO4P overall in a non-equilibrium geometry, with properties calculated with ωB97M-V/def2-TZVPD.

Structure (ORCA input):
```
! RIJCOSX wB97M-V def2-TZVPD def2/J DEFGRID3
* xyz 0 1
C -4.268 1.847 -2.959
C -3.145 2.759 -2.423
P -2.216 2.240 -0.909
C -1.585 0.583 -1.475
C -2.311 -0.725 -1.139
C -3.690 2.041 0.223
C -4.117 3.499 0.592
O -4.280 3.555 2.017
C -4.260 2.313 2.547
O -4.762 2.046 3.573
C -3.471 1.408 1.601
Br -4.113 -0.403 1.785
H -4.474 0.995 -2.302
H -4.010 1.437 -3.941
H -5.209 2.399 -3.078
H -2.367 2.892 -3.186
H -3.528 3.768 -2.207
H -1.511 0.687 -2.568
H -0.547 0.524 -1.119
H -2.210 -0.982 -0.078
H -1.879 -1.554 -1.713
H -3.381 -0.679 -1.369
H -4.549 1.546 -0.245
H -5.081 3.748 0.131
H -3.374 4.254 0.311
H -2.417 1.433 1.903
C 0.921 -1.313 3.235
C 0.473 -0.452 2.239
C 1.191 -0.308 1.066
C 2.366 -1.026 0.878
C 2.824 -1.882 1.881
C 2.096 -2.024 3.057
C 4.092 -2.651 1.718
O 4.486 -3.404 2.581
C 4.859 -2.454 0.453
C 6.063 -3.130 0.288
C 6.789 -2.971 -0.880
C 6.316 -2.140 -1.890
C 5.118 -1.465 -1.731
C 4.387 -1.616 -0.559
C 3.106 -0.868 -0.407
O 2.680 -0.160 -1.294
H 0.352 -1.428 4.148
H -0.445 0.105 2.379
H 0.858 0.356 0.279
H 2.466 -2.697 3.819
H 6.411 -3.774 1.083
H 7.727 -3.496 -1.006
H 6.885 -2.021 -2.803
H 4.734 -0.813 -2.504
*
```

Output
LUMO level = -1.062 eV
M = 461.29 u
Orbital gap = 7.9 eV



2.
Below is C22H22Cl3INO3SbTa as an isolated structure, with properties calculated with ωB97M-V/def2-TZVPD.

Structure (ORCA input):
```
! RIJCOSX wB97M-V def2-TZVPD def2/J DEFGRID3
* xyz 3 1
Ta -0.298 0.790 -0.231
Cl 5.591 4.566 -2.558
C 4.399 3.583 -1.839
C 4.697 2.894 -0.653
C 3.762 2.080 -0.016
Cl 4.176 1.244 1.420
C 2.499 1.950 -0.559
O 1.570 1.162 0.010
C 2.179 2.639 -1.766
C 0.935 2.504 -2.373
O -0.055 1.818 -1.880
C 3.152 3.456 -2.401
H 5.684 2.997 -0.218
H 0.729 2.976 -3.332
H 2.906 3.981 -3.316
Cl -4.104 2.531 5.292
C -3.576 2.112 3.727
C -4.473 2.031 2.694
C -4.071 1.685 1.380
I -5.444 1.576 -0.150
C -2.742 1.425 1.168
O -2.140 1.069 -0.020
C -1.812 1.503 2.200
N -0.503 1.241 1.836
C 0.454 1.339 2.789
C 0.150 1.663 4.095
C -1.164 1.922 4.461
C -2.185 1.849 3.506
H -5.517 2.239 2.885
H 1.472 1.149 2.473
H 0.947 1.722 4.823
H -1.403 2.189 5.483
C 1.983 -1.647 -2.680
C 1.500 -2.612 -1.603
Sb -0.386 -2.028 -0.810
C -0.923 -3.267 0.850
C -0.307 -4.655 0.696
C -1.853 -2.287 -2.346
C -2.049 -3.773 -2.638
H 2.929 -1.999 -3.091
H 2.162 -0.645 -2.274
H 1.280 -1.569 -3.510
H 2.192 -2.686 -0.765
H 1.345 -3.618 -1.996
H -2.013 -3.285 0.847
H -0.590 -2.766 1.758
H -0.628 -5.152 -0.220
H -0.631 -5.274 1.533
H 0.782 -4.627 0.713
H -1.499 -1.736 -3.217
H -2.764 -1.811 -1.984
H -1.132 -4.254 -2.980
H -2.785 -3.880 -3.436
H -2.430 -4.315 -1.772
*
```

Output
LUMO level = -11.254 eV
M = 884.39 u
Orbital gap = 5.5 eV



3.
Below is C22H22ClCuN3Sb as an isolated structure, with properties calculated with ωB97M-V/def2-TZVPD.

Structure (ORCA input):
```
! RIJCOSX wB97M-V def2-TZVPD def2/J DEFGRID3
* xyz -1 2
Cu -0.008 -1.095 -0.934
Cl -1.052 -3.343 -3.046
C -1.481 -2.060 -1.846
H -2.085 -2.553 -1.081
H -2.136 -1.360 -2.364
N 1.623 -1.653 -1.819
C 2.531 -1.218 -2.396
C 3.629 -0.706 -3.083
C 3.668 -0.740 -4.513
N 3.714 -0.759 -5.667
C 4.687 -0.080 -2.350
N 5.543 0.429 -1.764
C 1.506 2.593 -4.061
C 0.377 1.932 -3.594
C 0.295 1.555 -2.259
C 1.343 1.808 -1.373
C 2.455 2.504 -1.848
C 2.541 2.886 -3.178
C 1.306 1.324 0.027
C 0.762 0.164 0.393
C 0.779 -0.244 1.827
C 0.923 0.667 2.881
C 0.899 0.256 4.207
C 0.713 -1.087 4.526
C 0.555 -2.008 3.498
C 0.586 -1.586 2.172
H 1.584 2.874 -5.104
H -0.442 1.709 -4.267
H -0.602 1.066 -1.888
H 3.281 2.697 -1.174
H 3.434 3.387 -3.534
H 1.833 1.960 0.743
H 1.037 1.720 2.656
H 1.011 0.990 4.997
H 0.687 -1.407 5.560
H 0.408 -3.058 3.724
H 0.471 -2.320 1.379
C -3.396 -2.209 1.843
Sb -2.655 -0.325 1.134
C -4.603 0.446 0.648
C -2.596 0.561 3.083
H -4.303 -2.040 2.427
H -2.638 -2.677 2.475
H -3.615 -2.877 1.007
H -5.267 0.310 1.505
H -5.012 -0.078 -0.218
H -4.532 1.509 0.408
H -3.533 0.332 3.597
H -2.474 1.644 3.002
H -1.750 0.157 3.643
*
```

Output
LUMO level (alpha / beta) = 2.643 / 1.667 eV
M = 549.20 u
<S²> = 0.755
Orbital gap (alpha / beta) = 7.8 / 6.9 eV



4.
Below is a 2-piece molecular cluster, C22H22F3N2O8S overall in a non-equilibrium geometry, with properties calculated with ωB97M-V/def2-TZVPD.

Structure (ORCA input):
```
! RIJCOSX wB97M-V def2-TZVPD def2/J DEFGRID3
* xyz -1 1
O 6.177 -2.067 2.410
C 5.654 -2.981 1.812
O 4.420 -3.449 2.278
C 6.441 -3.588 0.607
C 5.603 -3.751 -0.725
C 4.497 -2.633 -0.913
C 4.946 -1.216 -0.789
N 4.097 -0.168 -0.931
C 2.797 -0.549 -1.243
C 1.784 0.552 -1.451
C 2.095 2.052 -1.295
C 1.019 2.992 -0.861
C 1.311 4.427 -0.684
C 2.652 5.009 -0.909
C 3.708 4.092 -1.355
C 3.412 2.666 -1.546
C 0.394 0.208 -1.795
C -0.010 -1.217 -1.966
C -1.442 -1.694 -2.374
O -2.369 -0.614 -2.431
C -3.719 -1.082 -2.452
O -4.648 -0.095 -2.070
C -4.441 0.357 -0.719
C -4.962 -0.651 0.397
O -5.932 0.047 1.199
C 0.983 -2.248 -1.745
C 2.415 -1.967 -1.375
N 3.242 -3.074 -1.197
H 3.742 -2.985 1.740
H 7.393 -3.031 0.429
H 6.743 -4.635 0.923
H 5.141 -4.759 -0.871
H 6.322 -3.580 -1.584
H 6.015 -0.989 -0.540
H -0.015 2.623 -0.678
H 0.518 5.159 -0.371
H 2.899 6.087 -0.787
H 4.748 4.470 -1.539
H 4.267 2.024 -1.884
H -0.372 1.000 -1.940
H -1.809 -2.538 -1.712
H -1.369 -2.147 -3.416
H -4.024 -1.424 -3.490
H -3.870 -1.998 -1.790
H -5.018 1.319 -0.595
H -3.373 0.607 -0.473
H -4.070 -0.950 1.030
H -5.369 -1.611 -0.031
H -5.509 0.148 2.078
H 0.678 -3.323 -1.875
C -6.657 3.515 5.004
F -6.775 4.138 3.809
F -5.469 3.908 5.517
F -7.607 4.050 5.802
S -6.800 1.671 4.864
O -5.712 1.280 3.979
O -8.118 1.436 4.305
O -6.653 1.177 6.221
*
```

Output
LUMO level = 0.380 eV
M = 531.49 u
Orbital gap = 6.2 eV



5.
Below is C22H22F4N4OReS2 as an isolated structure in a non-equilibrium geometry, with properties calculated with ωB97M-V/def2-TZVPD.

Structure (ORCA input):
```
! RIJCOSX wB97M-V def2-TZVPD def2/J DEFGRID3
* xyz 0 2
Re -0.303 -0.211 -0.275
C 0.852 -2.920 -1.310
N -0.150 -2.471 -0.329
C -1.464 -3.058 -0.645
C 0.277 -2.823 1.038
C 1.417 -1.918 1.480
N 1.331 -0.618 0.792
C 2.500 0.151 0.770
C 2.726 1.132 -0.208
F 1.805 1.361 -1.169
C 3.893 1.855 -0.297
F 4.015 2.741 -1.292
C 4.928 1.669 0.593
C 4.722 0.739 1.583
F 5.670 0.525 2.503
C 3.551 0.010 1.682
F 3.447 -0.820 2.735
H 0.954 -4.009 -1.273
H 0.533 -2.619 -2.303
H 1.816 -2.460 -1.097
H -1.425 -4.150 -0.567
H -2.207 -2.673 0.049
H -1.742 -2.774 -1.659
H -0.584 -2.714 1.685
H 0.602 -3.868 1.085
H 1.374 -1.806 2.563
H 2.374 -2.383 1.236
H 5.854 2.221 0.513
S -1.538 -0.420 1.738
C -2.955 0.549 1.413
C -4.165 0.292 2.049
C -5.282 1.067 1.774
C -6.540 0.741 2.401
N -7.532 0.447 2.902
C -5.177 2.134 0.869
C -3.966 2.400 0.253
C -2.850 1.606 0.509
S -1.335 1.938 -0.304
C -6.328 2.952 0.566
N -7.240 3.607 0.321
H -4.239 -0.529 2.751
H -3.891 3.226 -0.442
C -1.312 -1.010 -4.308
C -0.443 -0.074 -3.483
C 1.014 -0.180 -3.918
C -0.922 1.358 -3.638
O -0.539 -0.520 -2.118
H -1.266 -0.740 -5.365
H -2.350 -0.947 -3.976
H -0.970 -2.042 -4.196
H 1.111 0.095 -4.970
H 1.379 -1.201 -3.792
H 1.635 0.493 -3.324
H -0.848 1.646 -4.689
H -0.309 2.042 -3.047
H -1.959 1.459 -3.318
*
```

Output
LUMO level (alpha / beta) = -1.102 / -1.165 eV
M = 684.78 u
<S²> = 0.758
Orbital gap (alpha / beta) = 6.9 / 6.8 eV



6.
Below is a 4-piece molecular cluster, C22H22F4NO4P overall, with properties calculated with ωB97M-V/def2-TZVPD.

Structure (ORCA input):
```
! RIJCOSX wB97M-V def2-TZVPD def2/J DEFGRID3
* xyz 0 1
N -0.718 1.536 -1.931
P -1.815 0.774 -2.689
O -1.720 0.911 -4.287
O -1.814 -0.833 -2.519
C -3.553 1.176 -2.279
C -4.375 -0.004 -1.728
C -4.892 -0.653 -2.996
F -6.142 -1.153 -2.830
O -4.979 0.380 -3.965
C -4.360 1.519 -3.519
O -4.477 2.562 -4.075
H -1.042 2.237 -1.278
H -1.705 0.073 -4.761
H -0.908 -1.173 -2.571
H -3.522 2.031 -1.604
H -3.819 -0.695 -1.100
H -5.235 0.386 -1.177
H -4.269 -1.464 -3.377
F 0.588 -1.092 -4.042
C 1.408 -2.132 -3.727
C 1.744 -3.048 -4.699
C 2.572 -4.101 -4.334
C 3.036 -4.216 -3.030
C 2.676 -3.273 -2.077
C 1.853 -2.212 -2.426
H 1.369 -2.936 -5.707
H 2.854 -4.836 -5.076
H 3.679 -5.042 -2.757
H 3.033 -3.357 -1.059
H 1.561 -1.456 -1.710
F -0.039 -1.984 0.987
C 0.938 -1.453 1.756
C 1.025 -1.831 3.080
C 2.033 -1.276 3.856
C 2.929 -0.369 3.305
C 2.817 -0.010 1.969
C 1.812 -0.554 1.181
H 0.314 -2.538 3.486
H 2.117 -1.555 4.898
H 3.708 0.064 3.918
H 3.508 0.702 1.538
H 1.694 -0.275 0.143
F 3.325 3.457 3.907
C 2.078 3.448 4.423
C 1.003 3.378 3.561
C -0.276 3.358 4.099
C -0.461 3.414 5.474
C 0.640 3.488 6.316
C 1.926 3.504 5.794
H 1.171 3.333 2.493
H -1.130 3.295 3.438
H -1.460 3.400 5.888
H 0.501 3.533 7.388
H 2.799 3.558 6.429
*
```

Output
LUMO level = 0.461 eV
M = 471.39 u
Orbital gap = 9.8 eV



For the records above, the corresponding calculated total energy values read -4067.876022, -3106.625716, -3356.667345, -2260.712351, -2419.903374, -1948.136444 hartree.